Molecular formula: C4H9ClS
Method: DFT, ωB97M-V/def2-TZVPD

The charge is 0. The value obtained for the HOMO-LUMO gap is 9.94 eV. Its highest occupied orbital energy is -9.1 eV. The energy comes out at -1016.1686 a.u. Its SMILES is C[C@H](Cl)[C@@H](C)S. The value obtained for the largest force on an atom is 3.8 eV/Å. As for the energy relative to the best compared isomer or geometry (same formula, charge and spin): 51.8 kJ/mol.

Element x y z (Å)
1 C -0.62 0.99 1.44
2 C -0.66 0.70 -0.06
3 Cl -2.04 -0.46 -0.42
4 C 0.72 0.08 -0.65
5 C 1.71 1.31 -0.74
6 S 1.45 -1.19 0.30
7 H -1.29 1.73 1.71
8 H 0.36 1.35 1.70
9 H -0.89 0.05 1.91
10 H -0.86 1.61 -0.67
11 H 0.51 -0.45 -1.54
12 H 1.26 2.12 -1.33
13 H 1.85 1.79 0.20
14 H 2.65 0.95 -1.15
15 H 1.07 -0.75 1.52